{"formula": "C15H37BBr4ClNO5PSi", "method": "the ωB97M-V functional and the def2-TZVPD basis", "elements": ["C", "C", "B", "O", "P", "N", "Si", "C", "C", "C", "O", "C", "C", "C", "O", "O", "C", "C", "C", "Cl", "O", "H", "H", "H", "H", "H", "H", "H", "H", "H", "H", "H", "H", "H", "H", "H", "H", "H", "H", "H", "H", "H", "H", "H", "H", "H", "H", "H", "H", "H", "Br", "C", "C", "Br", "H", "H", "H", "H", "Br", "C", "C", "Br", "H", "H", "H", "H"], "coordinates": [[0.0048, 3.0479, -3.1132], [-1.1731, 1.9211, -2.9086], [-0.6365, 0.3595, -2.9104], [0.1005, -0.1207, -4.1317], [-0.8956, -0.9309, -1.5201], [-0.0807, -2.2178, -2.5147], [-2.8857, -1.6189, -2.2845], [-2.7066, -3.2140, -3.3586], [-3.8576, -2.1741, -0.6712], [-3.8900, -0.1966, -3.1115], [-1.5761, 0.1468, -0.3184], [-0.5177, 0.7577, 0.5496], [0.8815, -0.0763, 0.3648], [2.1555, 0.9900, 0.1944], [3.1323, 0.4965, -0.8290], [4.2399, 1.1929, -0.7724], [1.1310, -1.4741, 1.1828], [0.8668, -1.3942, 2.7988], [1.3980, -2.8549, 3.4171], [-0.9683, -1.3397, 3.2505], [0.7756, -0.5804, -1.0437], [-0.3921, 3.9367, -3.7877], [0.3009, 3.5324, -2.0650], [0.9970, 2.5899, -3.5572], [-1.9650, 2.0180, -3.7962], [-1.7578, 2.2256, -1.9241], [0.8022, 0.5430, -4.3985], [-1.1486, -1.9467, -0.5169], [-0.1931, -3.1219, -1.9685], [0.9644, -2.0305, -2.4414], [-2.2635, -4.0707, -2.6554], [-2.0559, -3.0509, -4.3181], [-3.8022, -3.5933, -3.6372], [-4.5407, -3.1059, -0.9387], [-3.1374, -2.5405, 0.1859], [-4.5323, -1.2790, -0.3352], [-3.7466, 0.7700, -2.4287], [-5.0497, -0.4644, -3.1709], [-3.4803, 0.0924, -4.1904], [-0.3985, 1.8158, 0.0104], [-0.8242, 1.0501, 1.6561], [1.7619, 2.0267, -0.2348], [2.7418, 1.1467, 1.1996], [5.0281, 0.5623, -0.8136], [0.5434, -2.4022, 0.7796], [2.2871, -1.7384, 1.0457], [1.4911, -0.5752, 3.3587], [0.7119, -3.6669, 2.8742], [1.1808, -2.9710, 4.5625], [2.5540, -3.0317, 3.1935], [7.3393, -1.8822, 5.0690], [5.5878, -1.8229, 5.9260], [4.4795, -2.0345, 4.9205], [4.1693, -0.4253, 3.8632], [5.5215, -0.8671, 6.4515], [5.6032, -2.6356, 6.6590], [3.5305, -2.2280, 5.4293], [4.6815, -2.8458, 4.2159], [-0.0857, 5.1231, 0.1907], [-1.8372, 5.1824, 1.0477], [-2.9454, 4.9708, 0.0422], [-3.2556, 6.5800, -1.0151], [-1.9034, 6.1382, 1.5732], [-1.8218, 4.3697, 1.7807], [-3.8945, 4.7773, 0.5510], [-2.7435, 4.1595, -0.6624]], "forces_ev_per_a": [[0.09, 0.50, 0.35], [-0.53, 1.28, -0.12], [1.23, 0.74, -2.20], [0.04, 2.30, 1.87], [0.58, -1.88, -0.83], [1.38, -1.59, 0.44], [-0.95, -0.53, 0.63], [-0.85, -1.36, -0.34], [-0.95, -0.81, 0.27], [-0.99, 1.23, -0.64], [1.82, 1.32, 2.23], [-0.38, 1.47, -1.43], [0.14, -0.42, -3.16], [-0.03, 0.39, 0.68], [-5.27, -3.09, 0.83], [5.45, 2.47, 0.37], [0.87, 0.61, 1.37], [1.85, -1.89, 0.24], [-0.89, -0.10, -0.54], [1.78, 0.22, -0.45], [-0.04, 1.73, 3.60], [1.03, -1.83, 1.29], [-0.63, -1.18, -2.32], [-2.01, 0.99, 0.69], [1.69, -0.16, 1.75], [1.12, -0.86, -1.95], [-1.54, -0.84, 0.28], [0.58, -0.18, 0.55], [0.14, 1.37, -0.82], [-1.87, -0.32, -0.38], [-0.72, 1.87, -1.67], [-1.21, -0.49, 1.96], [2.19, 0.70, 0.32], [1.09, 1.88, 0.60], [-1.38, 1.02, -1.65], [1.21, -1.75, -0.29], [-0.44, -2.05, -1.41], [2.37, 0.74, -0.04], [-0.98, -0.66, 2.20], [0.42, -1.98, 1.26], [0.30, -1.30, -2.18], [0.64, -2.20, 1.14], [-1.00, -0.18, -1.80], [-1.87, 0.69, 0.26], [0.80, 2.26, 0.47], [-2.35, 0.64, 0.37], [-1.81, -1.23, -1.25], [1.79, 1.59, 1.14], [0.47, 0.44, -2.12], [-2.63, 0.40, 0.34], [-0.06, 0.09, 0.07], [0.14, -0.25, 0.10], [-0.24, 0.18, 0.08], [0.24, -0.11, 0.02], [-0.06, -0.20, -0.21], [-0.06, 0.14, -0.18], [0.21, 0.02, -0.06], [0.05, 0.21, 0.23], [-0.10, 0.16, 0.18], [0.18, -0.25, 0.09], [-0.23, 0.01, 0.08], [0.04, -0.07, -0.03], [-0.06, -0.19, -0.21], [-0.07, 0.11, -0.20], [0.22, 0.02, -0.05], [0.06, 0.18, 0.20]], "e_lumo_ev": 1.97, "e_tot_ha": -12436.39191, "charge": -1}